[1]
The following is a DFT calculation (ωB97M-V with the def2-TZVPD basis set) of a single C14H19N3O4 molecule.

```
40
Properties=species:S:1:pos:R:3:mulliken_charge:R:1
C -6.30215 -0.96442 -1.10329 -0.67
H -5.65843 -1.51493 -1.79857 0.30
O -5.83052 -1.07471 0.21989 -0.37
C -4.47591 -0.75290 0.38816 -0.37
C -4.18622 0.75724 0.27145 -0.69
N -2.83288 1.05872 0.65544 -0.09
C -1.85183 1.31162 -0.22025 0.67
O -1.96687 1.39292 -1.42831 -0.69
C -0.51278 1.50758 0.48273 0.45
O -0.37231 1.40834 1.69503 -0.74
N 0.47240 1.82141 -0.36256 -0.21
N 1.77499 1.97877 0.08569 -0.28
C 2.82897 1.73849 -0.74188 0.50
O 2.67900 1.60373 -1.93495 -0.66
C 4.16399 1.70854 -0.02648 -0.63
H 4.37027 2.69010 0.40402 0.36
H 4.92089 1.49604 -0.78159 0.38
C 4.18753 0.62784 1.07068 -1.33
C 3.53852 -0.63733 0.57378 0.63
C 4.16510 -1.40736 -0.39816 -0.23
C 3.55070 -2.53658 -0.90676 -0.67
C 2.29889 -2.91213 -0.44947 -0.37
C 1.67084 -2.15720 0.52504 -0.77
C 2.28750 -1.02737 1.03397 -0.11
H 1.78484 -0.45043 1.79833 0.37
H 0.69557 -2.44395 0.89065 0.42
H 1.81582 -3.79074 -0.85034 0.39
H 4.04796 -3.12337 -1.66481 0.38
H 5.14082 -1.11776 -0.76032 0.36
H 3.67024 0.98187 1.96485 0.48
H 5.22644 0.43342 1.34556 0.41
H 1.83480 1.92594 1.09560 0.38
H 0.34724 1.80142 -1.37043 0.34
H -2.55823 0.98709 1.62748 0.26
H -4.29990 1.08697 -0.76396 0.37
H -4.88437 1.30582 0.90981 0.26
H -4.22284 -1.09151 1.39736 0.33
H -3.85175 -1.29640 -0.33696 0.32
H -6.36827 0.07838 -1.42955 0.28
H -7.29805 -1.40314 -1.10689 0.24
```

Calculated values
F_max, Eh/bohr: 0.019
Charge: 0
Relative energy (zero: lowest compared OMol25 entry of this formula, charge and spin), kcal/mol: 43.0
HOMO energy, eV: -9.19
Structure (SMILES): COCCNC(=O)C(=O)NNC(=O)CCc1ccccc1
Total energy, eV: -27486.843
Frontier orbital gap, eV: 9.9

---

[2]
The following is a DFT calculation (ωB97M-V with the def2-TZVPD basis set) of a single C14H19N3OS molecule.

```
38
Properties=species:S:1:pos:R:3:mulliken_charge:R:1
C 6.44016 -1.94584 0.12521 -1.12
C 6.44564 -0.43674 0.34226 -0.49
C 5.36219 0.28977 -0.45258 -0.65
C 3.94997 -0.04707 0.01665 -0.61
O 3.05913 0.79818 -0.68412 -0.38
C 1.72454 0.67976 -0.45833 0.71
C 0.90290 1.52626 -1.20582 -0.53
C -0.46502 1.48907 -1.05209 -0.50
C -1.05662 0.61438 -0.14536 0.32
C -0.23664 -0.22829 0.59043 -0.76
C 1.13919 -0.20162 0.44466 -0.42
H 1.74129 -0.87136 1.03835 0.38
H -0.67835 -0.92129 1.29171 0.37
C -2.53773 0.56258 0.01113 -0.88
H -3.01362 1.50115 -0.26716 0.43
H -2.83672 0.28469 1.02027 0.43
S -3.24163 -0.73125 -1.10756 -0.13
C -4.89901 -0.58265 -0.63468 0.43
N -5.86589 -1.30895 -1.15702 -0.87
N -6.96286 -0.86981 -0.50764 0.25
C -6.61923 0.09431 0.37215 0.59
N -5.32307 0.29438 0.31213 -0.36
C -7.57848 0.79737 1.25224 -1.10
H -7.03701 1.50821 1.86853 0.27
H -8.09682 0.08597 1.89367 0.31
H -8.31912 1.32968 0.65683 0.30
H -7.86554 -1.26449 -0.71741 0.21
H -1.08657 2.14660 -1.64184 0.37
H 1.36804 2.20375 -1.90432 0.41
H 3.71142 -1.09744 -0.19384 0.43
H 3.86405 0.12584 1.09924 0.40
H 5.44808 0.04290 -1.51199 0.29
H 5.49713 1.36827 -0.35127 0.33
H 6.31992 -0.22147 1.40587 0.29
H 7.41654 -0.04035 0.03792 0.32
H 6.51627 -2.17757 -0.93469 0.29
H 7.28449 -2.40216 0.63673 0.35
H 5.52903 -2.39479 0.51175 0.30
```

Calculated values
F_max, Eh/bohr: 0.016
Charge: 0
Relative energy (zero: lowest compared OMol25 entry of this formula, charge and spin), kcal/mol: 33.6
HOMO energy, eV: -8.14
Structure (SMILES): CCCCOc1ccc(CSc2n[nH]c(C)n2)cc1
Total energy, eV: -32179.430
Frontier orbital gap, eV: 9.0

---

[3]
The following is a DFT calculation (ωB97M-V with the def2-TZVPD basis set) of 3 unconnected molecules or ions with the total composition C14H20BBr2F3IN6OS in a non-equilibrium geometry.

```
49
Properties=species:S:1:pos:R:3:mulliken_charge:R:1
C 2.41343 -1.75741 0.78005 -1.53
C 1.27019 -0.80651 0.92835 0.38
Br 1.70310 0.76282 1.89057 -0.11
C 0.04896 -0.99386 0.41569 0.00
Br -0.20195 -2.56279 -0.64992 -0.04
N -1.00222 -0.02960 0.55230 0.95
C -1.31844 0.58575 -0.76398 -1.09
C -2.17187 -0.48262 1.19150 -0.43
N -3.10535 -1.31026 0.54487 -0.52
I -3.25343 -3.22930 1.25879 0.37
C -4.31584 -0.68685 0.08918 0.85
F -4.42194 -0.77796 -1.25042 -0.24
F -5.41530 -1.23108 0.62144 -0.24
F -4.30293 0.63105 0.40258 -0.21
N -2.35701 -0.04138 2.38934 0.31
S -3.71249 -0.51429 3.36951 -0.08
B -1.39706 0.96530 3.08799 0.07
N -1.41581 2.31960 2.66687 -0.45
O -0.67409 0.54415 4.13723 -0.44
H 2.09969 -2.72050 1.16352 0.40
H 3.24115 -1.43009 1.38720 0.41
H 2.69254 -1.87186 -0.25766 0.38
H -0.71152 1.47116 -0.89295 0.25
H -2.35110 0.89348 -0.83505 0.38
H -1.10615 -0.08950 -1.58248 0.44
H -4.43779 0.61417 3.24556 0.21
H -0.53308 2.60014 2.25833 0.28
H -2.14026 2.49652 1.98180 0.27
H -0.27353 -0.31808 4.01151 0.36
N -2.99269 -1.81246 -3.95807 0.11
C -2.69135 -3.09696 -4.32344 -0.50
C -1.77118 -3.04054 -5.33476 -0.47
C -1.50287 -1.66788 -5.58797 -0.51
C -2.27054 -0.93534 -4.72359 -0.43
H -3.64358 -1.55366 -3.24414 0.18
H -3.15743 -3.93555 -3.83517 0.40
H -1.33824 -3.88742 -5.83894 0.42
H -0.82670 -1.26638 -6.32316 0.42
H -2.36699 0.12877 -4.59012 0.41
N 7.06763 2.65364 1.81862 0.01
C 6.49881 3.84416 1.46119 -0.40
C 5.16912 3.62079 1.22923 -0.79
C 4.92650 2.23828 1.45935 0.63
C 6.11944 1.67033 1.82290 -0.79
H 8.03591 2.52225 2.04293 0.18
H 7.08610 4.74366 1.40274 0.38
H 4.45067 4.36462 0.92879 0.37
H 3.98410 1.72232 1.36888 0.06
H 6.37334 0.65721 2.08303 0.35
```

Calculated values
F_max, Eh/bohr: 0.026
Charge: +1
HOMO energy, eV: -10.08
Total energy, eV: -193673.895
Frontier orbital gap, eV: 4.8

---

[4]
The following is a DFT calculation (ωB97M-V with the def2-TZVPD basis set) of a molecular structure, C14H20BFeN3 in a non-equilibrium geometry.

```
39
Properties=species:S:1:pos:R:3:mulliken_charge:R:1
C 0.63917 2.83661 -0.85574 -0.50
C 0.65103 2.75640 -2.38522 -1.11
H -0.36648 2.77966 -0.40595 0.16
H 1.01749 3.83549 -0.57145 0.45
H 1.40133 2.20200 -0.32487 0.38
H -0.04192 1.99913 -2.77554 0.34
H 0.35189 3.74156 -2.77187 0.40
H 1.66239 2.54483 -2.75198 0.22
C -1.12193 1.36877 1.85129 -0.19
C -2.03159 1.18735 2.90267 -0.82
C -2.86017 0.06088 2.89682 -0.48
C -2.73849 -0.83974 1.84473 -0.67
H -0.49080 2.26395 1.81586 0.38
H -2.06092 1.92150 3.70642 0.38
H -3.56431 -0.11365 3.70749 0.43
H -3.32200 -1.75444 1.83613 0.23
N -0.99304 0.49011 0.82872 0.09
C -1.79639 -0.61629 0.81860 0.67
C -1.55488 -1.62665 -0.22741 0.84
N -0.49519 -1.42414 -1.05730 -0.17
C -0.15253 -2.39912 -1.91643 -0.21
C -1.94404 -3.83956 -1.18827 -0.47
C -0.82829 -3.62514 -1.99781 -0.72
H 0.69292 -2.21289 -2.57767 0.35
H -0.47793 -4.37766 -2.69614 0.39
C -2.29805 -2.82924 -0.29499 -0.68
H -3.11545 -2.96494 0.40984 0.27
H -2.49725 -4.77937 -1.22083 0.42
Fe 0.64819 0.64377 -0.72989 0.58
C 1.84777 0.12490 -2.25176 -1.63
H 1.36341 0.11349 -3.24040 0.37
H 2.13376 -0.90124 -1.97703 0.43
H 2.75577 0.74104 -2.35273 0.42
B 3.57078 0.50483 2.73141 0.04
C 2.69027 0.31995 1.51803 0.24
N 1.97965 0.22867 0.59277 -0.48
H 4.55889 1.12593 2.40473 -0.12
H 3.85591 -0.59758 3.13399 -0.11
H 2.93105 1.11083 3.57178 -0.13
```

Calculated values
F_max, Eh/bohr: 0.062
Charge: 0
Relative energy (zero: lowest compared OMol25 entry of this formula, charge and spin), kcal/mol: 9.7
HOMO energy (spin up / spin down), eV: -7.26 / -7.90
2S+1: 5
Total energy, eV: -54374.121
Frontier orbital gap (spin up / spin down), eV: 6.3 / 6.9